1.
The molecule C3H3BrS, computed with wB97M-V/def2-TZVPD.

Geometry as ORCA input:
```
! wB97M-V def2-TZVPD RIJCOSX def2/J DEFGRID3
* xyz 0 1
C -1.089 0.686 -0.100
C -2.037 0.022 0.562
C 1.430 -0.126 -0.086
S 0.439 1.454 -0.044
Br -3.610 -0.770 0.110
H 2.422 -0.080 -0.560
H 0.891 -0.790 -0.765
H 1.553 -0.396 0.882
*
```

SMILES	CSC#CBr
orbital gap	8.52	eV
energy relative to the best compared isomer or geometry (same formula, charge and spin)	40.22	kcal/mol
LUMO	-0.20	eV
largest force on an atom	6.6	eV/A

***

2.
A structure of composition C3H3CdLiO4, computed with wB97M-V/def2-TZVPD.

Geometry as ORCA input:
```
! wB97M-V def2-TZVPD RIJCOSX def2/J DEFGRID3
* xyz 0 1
C 0.193 1.123 0.116
O -0.342 2.219 0.036
O 1.425 0.863 0.222
C -0.716 -0.137 -0.106
O -0.289 -1.279 -0.119
O -1.983 0.150 -0.111
C -2.921 -0.931 -0.036
H -2.770 -1.487 0.896
H -3.909 -0.467 -0.055
H -2.790 -1.600 -0.895
Cd 2.762 -0.516 -0.299
Li 0.963 -2.621 0.210
*
```

orbital gap	5.98	eV
energy relative to the best compared isomer or geometry (same formula, charge and spin)	0.00	kcal/mol
LUMO	-0.83	eV
largest force on an atom	3.3	eV/A

***

3.
The molecule C3H3Cl2F, computed with wB97M-V/def2-TZVPD.

Geometry as ORCA input:
```
! wB97M-V def2-TZVPD RIJCOSX def2/J DEFGRID3
* xyz 0 1
C 1.227 0.565 -0.297
C -0.070 0.592 -0.073
C -0.820 -0.604 0.290
H 1.834 1.331 -0.791
H -0.519 1.633 -0.014
H -0.808 -0.754 1.379
F -0.491 -1.714 -0.402
Cl 2.229 -0.725 0.011
Cl -2.583 -0.325 -0.104
*
```

SMILES	F[C@H](Cl)/C=C\Cl
orbital gap	10.70	eV
energy relative to the best compared isomer or geometry (same formula, charge and spin)	10.78	kcal/mol
LUMO	0.75	eV
largest force on an atom	2.5	eV/A

***

4.
A cluster of 2 separate species, C3H3Cl2FO in total, computed with wB97M-V/def2-TZVPD.

Geometry as ORCA input:
```
! wB97M-V def2-TZVPD RIJCOSX def2/J DEFGRID3
* xyz 0 1
C -0.159 1.108 0.064
C -0.233 -0.456 0.459
C -0.039 -1.607 -0.208
H 0.857 2.096 -1.323
H 0.798 1.680 0.607
H -1.165 1.413 0.397
O 0.044 1.020 -1.279
F 0.362 -1.734 -1.533
Cl -0.654 -0.414 2.129
Cl 0.190 -3.106 0.687
*
```

orbital gap	8.99	eV
energy relative to the best compared isomer or geometry (same formula, charge and spin)	77.81	kcal/mol
LUMO	-0.52	eV
largest force on an atom	8.2	eV/A

***

5.
A structure of composition C3H3Cl3S, computed with wB97M-V/def2-TZVPD.

Geometry as ORCA input:
```
! wB97M-V def2-TZVPD RIJCOSX def2/J DEFGRID3
* xyz 0 1
C 0.829 0.358 -1.070
C -0.178 0.842 -0.117
C -0.727 -0.783 0.899
S 1.344 1.590 0.225
Cl 0.811 -1.436 1.398
Cl -1.762 -0.319 2.261
Cl -1.528 -1.747 -0.295
H 1.319 -0.620 -1.212
H 0.985 0.794 -1.974
H -1.092 1.321 -0.115
*
```

orbital gap	9.55	eV
energy relative to the best compared isomer or geometry (same formula, charge and spin)	33.76	kcal/mol
LUMO	0.57	eV
largest force on an atom	5.0	eV/A

***

6.
A cluster of 2 separate species, C3H3Cl3S in total, computed with wB97M-V/def2-TZVPD.

Geometry as ORCA input:
```
! wB97M-V def2-TZVPD RIJCOSX def2/J DEFGRID3
* xyz 0 1
C -0.122 0.051 0.548
C -0.570 0.293 -0.752
C -3.226 -0.017 0.044
S -0.320 1.762 0.062
Cl -3.218 1.227 1.274
Cl -4.363 0.345 -1.271
Cl -2.958 -1.636 0.448
H -0.916 -0.327 1.203
H 1.033 -0.125 0.753
H -0.596 -0.183 -1.782
*
```

orbital gap (alpha / beta)	6.99 / 8.35	eV
energy relative to the best compared isomer or geometry (same formula, charge and spin)	82.65	kcal/mol
LUMO (alpha / beta)	-0.54 / 0.03	eV
largest force on an atom	3.7	eV/A